Molecular formula: C22H23N3O4
Method: DFT, ωB97M-V with the def2-TZVPD basis set

XYZ file:
```
52
Properties=species:S:1:pos:R:3:forces:R:3
C 4.513 0.082 -2.443 0.150 0.214 0.026
C 4.639 1.589 -2.638 -0.180 -0.060 -0.154
C 3.301 2.322 -2.756 0.213 0.046 0.210
C 2.445 2.268 -1.485 -0.152 -0.035 -0.240
C 1.422 1.124 -1.502 0.522 0.313 0.149
C 0.278 1.446 -2.456 -0.005 -0.358 0.051
O 0.211 2.462 -3.099 0.083 0.155 -0.046
N -0.698 0.482 -2.603 -0.358 -0.164 -0.455
C -0.814 -0.762 -1.979 -0.126 0.305 -0.455
O 0.124 -1.375 -1.526 0.279 -0.319 0.252
N -2.084 -1.240 -2.010 -0.375 -0.051 -0.148
C -2.398 -2.486 -1.330 0.166 0.016 0.065
C -2.535 -2.297 0.161 -0.005 -0.059 -0.079
C -1.480 -2.614 1.006 -0.028 -0.044 -0.011
C -1.604 -2.442 2.373 0.004 -0.071 0.083
C -2.777 -1.935 2.905 -0.020 -0.074 0.044
C -3.823 -1.592 2.066 -0.106 0.049 0.046
C -3.703 -1.774 0.700 0.063 -0.050 -0.023
N 0.922 0.874 -0.158 0.198 0.085 -0.412
C -0.296 1.286 0.343 -0.306 0.189 0.046
O -1.152 1.872 -0.278 0.039 0.112 0.260
C -0.318 0.846 1.758 0.304 -0.344 0.506
C -1.259 1.042 2.745 0.111 0.060 -0.161
C -0.980 0.538 4.011 -0.016 0.112 -0.038
C 0.197 -0.148 4.266 0.085 -0.019 0.018
C 1.143 -0.352 3.265 0.045 0.035 -0.181
C 0.870 0.158 2.014 -0.565 0.172 0.336
C 1.676 0.160 0.770 0.044 0.007 -0.019
O 2.763 -0.309 0.563 0.034 -0.066 0.010
H 5.496 -0.381 -2.490 0.051 -0.120 0.004
H 3.897 -0.355 -3.227 -0.084 -0.112 -0.084
H 4.080 -0.156 -1.476 -0.076 -0.100 0.072
H 5.209 1.782 -3.550 0.069 0.047 0.046
H 5.204 2.011 -1.804 0.068 0.069 -0.009
H 3.510 3.368 -2.985 -0.083 -0.004 -0.093
H 2.733 1.918 -3.595 -0.012 0.048 -0.116
H 1.894 3.204 -1.373 0.014 -0.046 0.081
H 3.092 2.144 -0.615 -0.032 -0.039 0.047
H 1.895 0.192 -1.834 -0.137 0.149 0.038
H -1.489 0.809 -3.145 0.164 -0.004 0.101
H -2.842 -0.590 -2.145 0.113 0.020 0.043
H -1.578 -3.176 -1.541 -0.186 -0.015 -0.017
H -3.324 -2.877 -1.759 0.110 -0.016 0.020
H -0.561 -2.996 0.587 0.106 -0.052 -0.070
H -0.785 -2.706 3.024 0.071 -0.012 0.050
H -2.878 -1.811 3.973 -0.007 0.023 0.092
H -4.738 -1.191 2.476 -0.086 0.025 0.040
H -4.527 -1.519 0.049 -0.110 0.019 -0.075
H -2.174 1.576 2.539 -0.105 0.049 -0.032
H -1.691 0.687 4.810 -0.064 -0.005 0.073
H 0.386 -0.528 5.259 0.012 -0.028 0.085
H 2.063 -0.883 3.457 0.105 -0.051 0.022
```
Positions in Å, forces in eV/Å.

Output
HOMO energy, eV: -9.343
SMILES: CCCC[C@H](C(=O)NC(=O)NCc1ccccc1)N1C(=O)c2ccccc2C1=O
Molecular weight, g/mol: 393.4
Strongest force on any atom, eV/Å: 0.68
ΔE to the lowest compared entry with this formula, charge and spin, kcal/mol: 5.96
HOMO-LUMO gap, eV: 9.0
Net charge: 0



Molecular formula: C22H23N4O9SSn
Method: DFT, ωB97M-V with the def2-TZVPD basis set

XYZ file:
```
60
Properties=species:S:1:pos:R:3:forces:R:3
Sn -0.593 -0.559 0.836 -0.390 0.212 1.652
O 7.167 1.298 0.469 -0.124 0.044 -0.009
C 6.390 2.305 0.026 0.111 -0.067 0.035
O 6.885 3.292 -0.430 -0.011 0.051 -0.027
C 4.895 2.143 0.118 0.004 0.022 -0.026
C 4.262 1.094 0.772 0.022 0.016 0.094
C 2.884 1.041 0.791 -0.032 -0.208 0.269
C 2.094 2.008 0.192 -0.075 0.119 -0.076
C 2.739 3.056 -0.458 0.003 0.125 -0.127
C 4.121 3.126 -0.489 -0.035 -0.014 -0.013
N 0.686 1.829 0.171 0.348 0.090 -0.131
C -0.041 2.855 0.328 -0.350 0.301 0.089
C -1.517 2.820 0.227 0.148 -0.006 0.021
C -2.227 3.976 0.508 -0.067 0.087 0.042
C -3.613 3.952 0.421 0.026 0.049 0.015
C -4.232 2.772 0.058 -0.001 -0.036 0.002
C -3.440 1.661 -0.208 0.034 -0.103 -0.037
N -2.112 1.673 -0.133 -0.002 0.112 -0.047
H 6.648 0.548 0.779 0.041 -0.002 -0.014
H 4.803 0.324 1.313 -0.024 0.011 -0.015
H 2.598 -0.838 1.266 -0.012 -0.254 -0.126
H 2.156 3.801 -0.986 -0.002 -0.034 0.042
H 4.625 3.935 -0.999 -0.003 -0.010 0.012
H 0.387 3.832 0.570 0.014 -0.030 -0.009
H -1.703 4.878 0.795 -0.007 -0.009 -0.004
H -4.193 4.841 0.636 0.021 -0.027 -0.006
H -5.308 2.701 -0.024 0.032 0.000 -0.001
H -3.900 0.719 -0.495 0.063 0.052 0.011
O 3.070 -0.867 3.905 -0.037 0.138 0.001
S 2.003 0.050 3.709 -0.324 -0.101 0.029
O 2.213 1.448 3.825 0.071 -0.035 0.004
O 0.671 -0.444 3.574 0.288 0.010 0.400
O 2.216 0.027 1.467 0.184 0.116 -0.141
C 1.606 -0.339 -2.314 0.004 0.086 -0.002
C 0.367 -1.182 -2.059 0.033 -0.123 -0.253
C -0.265 -1.661 -3.348 -0.104 0.121 0.017
O -0.595 -0.405 -1.269 -0.272 -0.040 -1.667
C 0.740 -2.332 -1.119 0.282 0.120 0.357
O 1.032 -3.423 -1.528 -0.039 0.086 0.020
O 0.785 -1.923 0.136 0.357 -0.802 -0.098
H 1.366 0.497 -2.978 0.022 -0.009 0.033
H 2.369 -0.946 -2.801 -0.045 0.004 0.006
H 2.008 0.054 -1.380 -0.007 -0.090 -0.150
H -0.562 -0.808 -3.964 0.005 -0.066 0.018
H -1.131 -2.292 -3.160 -0.015 0.005 0.000
H 0.458 -2.258 -3.901 0.013 0.018 0.041
H -0.667 0.511 -1.570 -0.108 0.082 0.003
N -5.160 -5.209 0.711 0.038 0.025 -0.011
C -4.208 -4.252 0.684 -0.048 -0.052 0.015
C -3.638 -3.754 1.868 -0.008 -0.034 0.001
C -2.684 -2.775 1.788 0.130 0.088 -0.007
N -2.249 -2.248 0.632 -0.157 -0.079 -0.295
C -2.797 -2.720 -0.502 -0.065 -0.089 0.282
C -3.759 -3.696 -0.526 0.001 -0.009 -0.064
H -5.403 -5.664 1.572 -0.001 0.003 0.003
H -5.490 -5.627 -0.140 -0.003 0.000 -0.011
H -3.935 -4.138 2.835 -0.003 0.006 -0.045
H -2.230 -2.390 2.695 0.010 0.041 -0.020
H -2.442 -2.286 -1.422 0.062 0.084 -0.125
H -4.155 -4.036 -1.475 0.003 0.004 0.046
```
Positions in Å, forces in eV/Å.

Output
HOMO energy, eV: -11.553
Molecular weight, g/mol: 638.2
Strongest force on any atom, eV/Å: 1.71
ΔE to the lowest compared entry with this formula, charge and spin, kcal/mol: 49.16
HOMO-LUMO gap, eV: 7.8
Net charge: +1



Molecular formula: C22H23N5O5S
Method: DFT, ωB97M-V with the def2-TZVPD basis set

XYZ file:
```
56
Properties=species:S:1:pos:R:3:forces:R:3
C 2.258 3.036 -2.297 0.089 0.016 0.192
C 2.681 3.145 -0.835 0.290 0.238 -0.575
N 1.813 2.363 0.009 -0.582 -0.383 0.589
C 0.536 2.698 0.359 -0.054 -0.102 0.185
S -0.170 4.245 0.007 -0.097 0.314 -0.099
C -1.610 4.241 1.125 0.122 -0.079 -0.114
C -2.871 3.593 0.542 0.108 -0.002 0.005
O -3.850 4.239 0.262 -0.178 0.216 0.010
N -2.733 2.251 0.413 0.892 -0.455 0.101
N -3.751 1.440 0.066 -0.940 -0.128 -0.211
C -3.473 0.211 -0.110 0.983 0.557 0.203
C -4.493 -0.790 -0.319 -0.347 -0.663 -0.093
C -5.850 -0.459 -0.288 0.156 -0.121 -0.038
C -6.816 -1.439 -0.377 -0.078 0.029 -0.018
C -6.446 -2.771 -0.489 0.056 -0.020 0.028
C -5.108 -3.118 -0.534 0.139 -0.037 -0.032
C -4.128 -2.137 -0.466 -0.332 0.334 0.045
O -2.798 -2.479 -0.614 -0.180 0.085 -0.162
C -2.183 -3.149 0.477 0.253 0.032 0.267
C -1.469 -2.088 1.326 -0.349 -0.399 0.010
O -1.927 -1.606 2.327 -0.120 0.084 0.166
O -0.325 -1.734 0.768 0.468 0.102 -0.294
N -0.039 1.703 0.985 -0.285 0.722 -0.183
N 0.847 0.696 1.046 0.700 -0.528 0.085
C 1.955 1.077 0.464 -0.255 0.073 0.125
C 3.138 0.242 0.339 0.258 -0.223 -0.153
C 2.995 -1.082 -0.063 0.029 0.349 0.031
C 4.096 -1.909 -0.179 0.284 -0.266 -0.003
C 5.367 -1.426 0.119 -0.116 0.169 0.045
O 6.513 -2.144 0.037 -0.054 0.358 0.096
C 6.442 -3.495 -0.357 -0.017 -0.265 -0.081
C 5.508 -0.103 0.548 0.139 -0.155 -0.057
C 4.410 0.719 0.659 -0.049 -0.167 -0.017
H 1.245 3.409 -2.428 -0.081 0.007 -0.071
H 2.299 2.000 -2.626 -0.004 -0.063 -0.039
H 2.928 3.626 -2.915 0.052 0.063 -0.109
H 3.701 2.778 -0.714 -0.135 0.141 0.067
H 2.624 4.186 -0.503 0.136 -0.126 0.059
H -1.819 5.294 1.315 -0.034 -0.131 -0.018
H -1.304 3.739 2.043 -0.026 0.071 0.055
H -1.824 1.824 0.661 -0.418 0.211 0.021
H -2.442 -0.149 -0.046 -0.073 0.110 -0.027
H -6.111 0.582 -0.179 -0.057 0.110 0.035
H -7.862 -1.171 -0.350 -0.082 0.036 0.004
H -7.200 -3.542 -0.548 -0.054 -0.063 -0.009
H -4.811 -4.152 -0.638 0.046 -0.080 -0.039
H -1.447 -3.836 0.052 -0.122 0.042 0.086
H -2.915 -3.688 1.085 0.096 0.109 -0.059
H 0.079 -0.913 1.167 -0.141 -0.108 0.015
H 2.011 -1.462 -0.290 -0.106 -0.060 -0.049
H 3.949 -2.929 -0.498 0.021 -0.102 -0.030
H 5.836 -4.083 0.338 0.013 0.030 -0.032
H 6.040 -3.597 -1.369 0.005 0.008 0.048
H 7.468 -3.860 -0.338 -0.098 -0.017 -0.017
H 6.495 0.251 0.798 0.119 0.038 0.040
H 4.538 1.724 1.035 0.012 0.089 0.014
```
Positions in Å, forces in eV/Å.

Output
HOMO energy, eV: -8.052
SMILES: CCn1c(SCC(=O)N/N=C/c2ccccc2OCC(=O)O)nnc1-c1ccc(OC)cc1
Molecular weight, g/mol: 469.5
Strongest force on any atom, eV/Å: 1.15
ΔE to the lowest compared entry with this formula, charge and spin, kcal/mol: 0.00
HOMO-LUMO gap, eV: 8.4
Net charge: 0